1.
{
  "formula": "C3H5N3",
  "method": "ωB97M-V with the def2-TZVPD basis set",
  "e_above_lowest_kcal_mol": 89.6,
  "e_lumo_ev": 1.17,
  "e_tot_ha": -281.44734,
  "total_charge": 0,
  "e_homo_ev": -9.88,
  "multiplicity": 1,
  "gap_ev": 11.0,
  "species": ["C", "C", "C", "N", "N", "N", "H", "H", "H", "H", "H"],
  "xyz": [[-2.0153, 0.0828, 0.0221], [-0.7845, 0.8449, -0.1947], [0.2166, 1.4874, -0.3851], [2.6301, -0.4823, -0.1765], [1.6925, -1.2086, 0.1809], [0.7623, -1.8153, 0.3876], [-1.9929, -0.8605, -0.5334], [-2.8848, 0.6583, -0.3117], [-2.1477, -0.1552, 1.0824], [1.1238, 2.0238, -0.5566], [3.3999, -0.5752, 0.4849]],
  "forces_ev_per_a": [[-0.066, -0.030, 0.000], [0.389, 0.332, -0.092], [-0.413, -0.257, 0.072], [-0.075, -0.113, 0.059], [-0.987, -0.719, 0.249], [1.206, 0.773, -0.278], [0.021, 0.162, 0.082], [0.130, -0.088, 0.052], [0.050, 0.053, -0.158], [-0.192, -0.088, 0.029], [-0.061, -0.025, -0.014]]
}


2.
{
  "formula": "C3H8OS",
  "method": "ωB97M-V with the def2-TZVPD basis set",
  "e_above_lowest_kcal_mol": 57.2,
  "e_lumo_ev": [-6.07, -9.45],
  "e_tot_ha": -592.09115,
  "total_charge": 1,
  "s2": 0.754,
  "e_homo_ev": [-11.26, -11.26],
  "multiplicity": 2,
  "gap_ev": [5.2, 1.8],
  "species": ["C", "S", "H", "H", "H", "H", "C", "C", "O", "H", "H", "H", "H"],
  "xyz": [[-1.5797, 2.2848, 0.6063], [-0.6884, 3.2605, 1.8951], [-0.8358, 1.6517, 0.1356], [-2.3140, 1.7382, 1.1718], [-2.0026, 2.9135, -0.1702], [0.6325, 3.6539, 2.1337], [0.8459, -4.3271, -1.4302], [0.6098, -3.0185, -1.3022], [1.5456, -2.1123, -1.7733], [0.1544, -5.0518, -1.0140], [1.5462, -4.6273, -2.2103], [0.0030, -2.4872, -0.5851], [1.9283, -2.5333, -2.5607]],
  "forces_ev_per_a": [[2.391, -0.255, -0.765], [-1.725, 1.001, 1.967], [-0.125, -0.392, -0.159], [-0.257, 0.003, 0.465], [-0.083, 0.592, 0.176], [-0.181, -0.962, -1.699], [-1.500, 0.505, -0.620], [2.223, -0.144, 0.960], [-0.681, -0.036, -1.017], [0.227, 0.011, -0.073], [0.077, -0.237, 0.479], [-0.605, -0.471, -0.018], [0.239, 0.386, 0.304]]
}


3.
{
  "formula": "C31H51NO13S2",
  "method": "ωB97M-V with the def2-TZVPD basis set",
  "e_above_lowest_kcal_mol": 280.6,
  "e_lumo_ev": -0.71,
  "e_tot_ha": -3040.35624,
  "total_charge": 0,
  "e_homo_ev": -9.03,
  "multiplicity": 1,
  "gap_ev": 8.3,
  "species": ["C", "C", "C", "C", "C", "C", "O", "O", "S", "O", "O", "O", "C", "C", "C", "C", "C", "S", "O", "O", "O", "C", "C", "C", "C", "N", "C", "H", "H", "H", "H", "H", "H", "H", "H", "H", "H", "H", "H", "H", "H", "H", "H", "H", "H", "H", "H", "H", "C", "C", "O", "C", "H", "H", "H", "H", "H", "H", "C", "C", "O", "C", "H", "H", "H", "H", "H", "H", "C", "C", "O", "C", "H", "H", "H", "H", "H", "H", "C", "C", "O", "C", "H", "H", "H", "H", "H", "H", "C", "C", "O", "C", "H", "H", "H", "H", "H", "H"],
  "xyz": [[2.7919, -3.9130, -0.1494], [2.4547, -2.5524, -0.4174], [1.8709, -1.1097, -1.0296], [2.3955, -1.1228, -2.5815], [2.0334, 0.2170, -3.4535], [2.4929, 1.6366, -2.7747], [2.7828, 0.1039, -4.7410], [2.4998, -0.1313, -0.0841], [1.4744, 0.1567, 1.2682], [1.9679, -0.3782, 2.6443], [0.6811, 1.5173, 1.2985], [0.2606, -0.9663, 0.7921], [0.2639, -1.1698, -0.6951], [-0.7042, -0.0922, -1.4627], [-2.0048, 0.4137, -0.6035], [-3.3332, -0.5532, -0.8339], [-4.0782, -1.0063, 0.5555], [-4.4018, 0.3982, 1.7664], [-4.4658, 1.7505, 1.0153], [-5.7031, 0.0842, 2.5828], [-3.1031, 0.3225, 2.9207], [-0.5515, -2.6005, -0.9387], [-0.5679, -3.2601, -2.4747], [-1.4353, -4.6621, -2.6694], [-2.1924, -5.2444, -1.3385], [-2.1734, -4.6881, 0.0568], [-1.3885, -3.4163, 0.2091], [3.2234, -5.0255, -0.1768], [2.0463, -2.0819, -3.1542], [3.5863, -1.1881, -2.5266], [0.8983, 0.2430, -3.7383], [1.9445, 1.8709, -1.7409], [3.6641, 1.6810, -2.6898], [2.1413, 2.5159, -3.5007], [2.2084, 0.5215, -5.4748], [-0.0283, 0.8696, -1.6706], [-1.0523, -0.4951, -2.5110], [-1.7955, 0.6190, 0.5376], [-2.3127, 1.4732, -1.0599], [-4.1173, 0.0535, -1.4801], [-3.0940, -1.5394, -1.4378], [-3.5187, -1.8605, 1.1272], [-5.1388, -1.4354, 0.2435], [-2.3808, -0.2587, 2.5393], [-0.0249, -2.7895, -3.3984], [-1.5390, -5.2426, -3.6945], [-2.8385, -6.2355, -1.5030], [-1.3802, -2.9298, 1.2999], [-5.1466, 1.7078, 7.1463], [-5.9450, 0.4454, 6.9596], [-6.6324, -0.0158, 7.8694], [-5.8700, -0.2308, 5.6168], [-5.2968, 2.0851, 8.1634], [-4.0832, 1.4993, 7.0042], [-5.4834, 2.4685, 6.4377], [-4.8388, -0.5258, 5.4065], [-6.2390, 0.4437, 4.8401], [-6.4963, -1.1292, 5.6276], [-11.1718, 3.0873, 5.8280], [-9.7364, 2.9015, 6.2419], [-8.9405, 3.8390, 6.2250], [-9.3127, 1.5242, 6.6774], [-11.3338, 4.1313, 5.5390], [-11.3970, 2.4481, 4.9706], [-11.8334, 2.8493, 6.6646], [-9.4551, 0.8153, 5.8578], [-9.8917, 1.2165, 7.5518], [-8.2514, 1.5396, 6.9473], [4.6536, -1.1522, 3.8363], [5.1343, -2.5704, 3.6822], [4.6674, -3.3127, 2.8198], [6.2085, -3.0451, 4.6238], [3.8782, -0.9487, 3.0901], [4.2262, -1.0110, 4.8322], [5.4834, -0.4593, 3.6764], [5.8503, -2.9882, 5.6549], [7.1075, -2.4363, 4.4990], [6.4563, -4.0872, 4.3958], [7.3725, -0.4217, -3.4864], [6.1216, 0.4044, -3.6237], [5.2272, 0.3536, -2.7810], [6.0075, 1.2951, -4.8319], [7.3164, -1.0153, -2.5676], [7.4640, -1.1017, -4.3370], [8.2455, 0.2331, -3.4269], [6.0382, 0.6915, -5.7425], [6.8198, 2.0263, -4.8324], [5.0532, 1.8312, -4.7985], [6.4232, 4.8444, -7.6719], [5.6247, 3.5820, -7.8585], [4.9373, 3.1209, -6.9488], [5.6997, 2.9058, -9.2013], [6.2729, 5.2218, -6.6547], [7.4865, 4.6359, -7.8140], [6.0864, 5.6052, -8.3804], [6.7309, 2.6109, -9.4116], [5.3307, 3.5803, -9.9780], [5.0734, 2.0075, -9.1906]],
  "forces_ev_per_a": [[-2.073, 9.356, -2.882], [2.005, -9.823, 0.802], [0.406, -4.234, 1.130], [1.276, 1.241, -0.136], [0.076, 0.654, -0.183], [-0.724, 0.656, -0.216], [-2.119, 0.607, -0.139], [-2.311, 0.546, 0.724], [-3.673, 0.443, 3.205], [-1.480, 2.300, -6.086], [4.101, -5.065, -0.704], [1.774, 1.161, -1.340], [-1.914, -0.685, 0.074], [0.935, 1.697, 0.236], [-0.697, 0.454, -0.796], [-0.328, 0.409, 0.112], [-0.120, -1.169, -1.215], [-4.297, 2.594, 1.008], [1.057, -4.936, 2.635], [5.267, 0.781, -3.025], [-1.032, -0.686, -2.564], [-1.205, -3.845, -1.564], [-2.568, -2.430, 3.317], [0.356, 2.436, 4.129], [1.574, 2.029, -0.387], [2.852, 2.912, -5.089], [0.633, -0.224, -2.401], [-1.158, 3.276, 0.394], [0.391, 1.808, 1.499], [-2.687, 0.226, -0.033], [1.993, -0.098, 0.820], [1.354, -0.705, -2.146], [-2.624, -0.250, 0.008], [0.745, -1.968, 1.406], [1.376, -0.947, 1.933], [-1.535, -1.989, 0.455], [0.773, 0.583, 2.185], [-0.125, -0.569, -2.455], [0.818, -2.344, 1.116], [1.598, -1.268, 1.471], [-0.339, 1.954, 1.404], [-0.976, 1.722, -0.986], [2.082, 1.128, 1.080], [-0.993, 0.929, 0.442], [-1.137, -0.911, 2.093], [0.321, 1.501, 2.408], [1.610, 2.464, 0.641], [0.026, -1.405, -2.672], [-0.152, 0.095, 0.485], [-0.665, -0.760, 1.005], [0.795, 0.541, -0.956], [-0.373, -0.229, 0.305], [0.010, -0.100, -0.223], [-0.069, 0.107, -0.203], [0.182, -0.062, -0.082], [-0.063, 0.227, -0.199], [0.310, -0.073, 0.000], [0.128, 0.191, 0.030], [-0.001, 0.530, -0.124], [1.104, 1.138, 0.003], [-1.020, -1.159, 0.006], [0.493, 0.259, 0.029], [0.059, -0.230, 0.069], [-0.103, -0.096, 0.182], [-0.022, -0.176, -0.148], [-0.159, -0.065, 0.148], [-0.033, -0.145, -0.160], [-0.425, 0.010, -0.026], [-0.268, -0.086, -0.492], [-0.677, -0.877, -1.167], [0.652, 0.882, 1.122], [0.069, -0.515, -0.162], [0.401, -0.152, 0.343], [0.179, 0.122, 0.007], [0.011, 0.005, 0.255], [0.157, 0.171, -0.026], [-0.093, 0.065, 0.204], [-0.067, 0.227, 0.039], [-0.170, -0.280, 0.490], [-0.938, 0.007, 0.759], [1.398, -0.111, -0.848], [-0.538, 0.156, 0.362], [0.005, 0.133, -0.195], [0.151, 0.169, -0.036], [-0.004, -0.088, -0.209], [0.137, 0.123, 0.027], [0.067, -0.139, -0.154], [0.291, -0.193, -0.085], [-0.136, 0.072, 0.491], [-0.913, -0.579, 1.182], [0.832, 0.629, -1.231], [-0.304, -0.386, 0.116], [0.013, -0.105, -0.231], [-0.064, 0.123, -0.192], [0.210, -0.070, -0.072], [-0.046, 0.181, -0.144], [0.232, -0.016, -0.027], [0.135, 0.210, 0.021]]
}


4.
{
  "formula": "C4H10NOS",
  "method": "ωB97M-V with the def2-TZVPD basis set",
  "e_above_lowest_kcal_mol": 0.0,
  "e_lumo_ev": [-3.80, -3.80],
  "e_tot_ha": -686.37100,
  "total_charge": 1,
  "e_homo_ev": [-14.02, -14.02],
  "multiplicity": 1,
  "gap_ev": [10.2, 10.2],
  "species": ["C", "C", "C", "C", "N", "O", "S", "H", "H", "H", "H", "H", "H", "H", "H", "H", "H"],
  "xyz": [[-1.5599, -0.1995, -0.4834], [-1.6079, -1.0793, 0.7644], [0.7285, -0.6503, -0.1448], [2.1686, -0.5517, -0.4270], [-0.1935, -0.2268, -0.9671], [0.2549, 2.2225, 0.6919], [0.1336, -1.2789, 1.3166], [-2.2366, -0.5725, -1.2572], [-1.8219, 0.8385, -0.2538], [-2.1843, -0.6344, 1.5733], [-1.9914, -2.0795, 0.5587], [2.7213, -1.3599, 0.0470], [2.5366, 0.3886, -0.0058], [2.3724, -0.5397, -1.4949], [0.0338, 0.2528, -1.8296], [0.1514, 2.4092, 1.6312], [0.4943, 3.0609, 0.2805]],
  "forces_ev_per_a": [[-0.680, 0.227, 0.023], [0.145, -0.290, 0.159], [-0.533, 0.213, -0.233], [0.437, 0.121, 0.004], [0.520, -0.163, 0.073], [0.013, -0.138, -0.096], [-0.176, 0.055, -0.060], [0.117, 0.062, 0.122], [0.079, -0.138, -0.016], [0.044, -0.013, -0.095], [0.013, 0.126, 0.014], [-0.029, -0.030, -0.045], [-0.091, 0.000, 0.027], [-0.041, -0.055, -0.053], [0.171, -0.120, 0.072], [0.048, 0.125, -0.043], [-0.036, 0.019, 0.149]]
}